Molecular formula: C20H29N9
Method: DFT, wB97M-V/def2-TZVPD

```
58
C20H29N9 (wB97M-V/def2-TZVPD)
C 2.97 -1.34 -3.61
H 3.06 -1.15 0.53
H -0.35 4.30 0.20
C 4.45 -1.56 2.05
C -0.25 -3.88 -2.90
C 0.96 2.17 5.43
N 5.28 -2.18 2.51
H 0.05 -4.26 2.36
C -3.34 -1.56 0.55
N 1.31 -2.95 -0.20
N -0.63 0.56 -4.04
H 2.63 -0.52 2.17
H 2.95 0.41 -2.43
H 2.95 1.50 4.66
N -0.02 2.36 3.38
H 0.03 -0.58 -0.87
H 3.12 0.69 -4.21
H -3.57 0.43 -3.01
N -1.68 7.05 -0.85
H -3.28 2.18 -3.30
N -2.44 -2.13 0.01
C -1.41 6.09 -0.23
H 1.15 2.27 6.49
H 1.70 1.67 2.28
H -3.61 1.11 -4.67
C 0.58 -3.64 0.46
H -2.15 4.34 0.22
H -5.25 -1.17 0.60
H -4.25 0.25 1.18
C -1.24 4.84 0.54
C -0.23 -4.42 1.32
N -0.23 -4.50 -5.45
C 1.28 1.89 3.26
H -0.08 -2.85 -2.61
H 3.77 0.32 1.29
H 1.05 0.35 0.16
H 0.57 -4.52 -2.58
N -1.94 1.84 0.25
H -0.61 2.47 2.57
C -0.97 1.24 -0.14
H -1.32 4.95 1.62
C -3.14 1.17 -3.69
H -4.41 -1.03 2.31
C -4.44 -0.82 1.24
C 3.40 0.07 -3.36
C -0.24 -4.23 -4.32
C -0.21 2.59 4.73
H -1.13 -4.34 -2.44
C 0.23 0.44 -0.55
C 1.92 1.77 4.45
C -1.72 0.88 -3.92
N 2.66 -2.47 -3.74
H -1.15 2.87 5.17
H 0.66 0.90 -1.44
H -0.21 -5.49 1.10
C 3.43 -0.71 1.45
H -1.17 -3.87 1.26
H 4.48 0.20 -3.30
```

Its orbital gap is 0.3171 hartree. Its total charge is 0. The structure (SMILES) is c1cc[nH]c1.CC#N.CC#N.CC#N.CC#N.CC#N.CC#N.CC#N.CC#N. The highest occupied orbital energy is -8.70 eV. As for the LUMO energy: -0.071 eV. The calculation puts the energy relative to the best compared isomer or geometry (same formula, charge and spin) at 1.406 eV.

---

Molecular formula: C20H30AgO10
Method: DFT, wB97M-V/def2-TZVPD

```
61
C20H30AgO10 (wB97M-V/def2-TZVPD)
C 4.82 2.78 -0.91
H 2.88 -4.03 -3.67
H 2.25 -1.92 5.54
O -3.56 2.20 1.87
O 3.62 -0.88 3.06
C -5.07 -0.97 -1.93
C 4.56 -3.27 -1.51
H -6.61 1.42 4.59
H 4.05 3.36 -4.07
H 4.73 -4.34 -1.39
C 5.34 3.28 -2.31
O -4.45 -1.00 -0.84
H -5.93 0.85 2.30
H 4.86 1.75 -3.81
H 5.37 -2.69 -1.07
H -4.47 0.08 -3.69
C 4.24 -2.36 4.77
H 5.55 2.08 -0.51
C -5.86 3.54 4.23
H 5.08 -0.29 4.47
H -7.36 0.38 -2.96
O 1.41 -1.03 3.04
C 3.46 2.29 -1.30
H -5.79 3.54 5.32
Ag -0.72 0.03 0.21
C -6.67 -0.20 -3.57
C 2.52 -1.28 3.52
H 5.57 -1.44 3.31
C -5.30 0.23 -3.01
C 2.72 -2.29 4.63
H 4.71 -3.27 4.40
O 3.27 2.33 -2.62
H -7.60 2.62 3.78
H 2.30 -3.25 4.33
H -6.43 4.37 3.83
O -4.60 3.45 3.50
H 4.49 3.59 -0.26
C 2.36 -2.69 -2.21
C 3.12 -2.99 -3.47
O 3.25 -2.91 -1.17
H -6.85 0.18 -4.58
C -6.82 -1.74 -3.21
C 4.60 -2.85 -2.99
H 4.57 -2.04 5.76
H 5.27 -3.35 -3.68
H -7.01 -2.27 -4.14
H 2.88 -2.32 -4.29
O 2.51 2.02 -0.56
C 4.71 -1.16 3.92
H -6.42 2.45 1.62
O -5.67 -2.10 -2.43
C -6.59 2.21 3.84
C -5.98 1.92 2.47
C -4.59 2.43 2.57
H -7.80 -1.72 -2.73
H 5.23 4.36 -2.42
O 1.24 -2.17 -2.07
H 5.01 -1.85 -3.18
H 6.41 3.10 -2.46
H -5.25 1.20 -2.52
C 4.40 2.63 -3.35
```

Its orbital gap is 0.2799 hartree. Its total charge is +1. The highest occupied orbital energy is -12.19 eV. As for the LUMO energy: -4.570 eV.